[1]
56
Properties=species:S:1:pos:R:3 method="wB97M-V/def2-TZVPD" charge=-1 e_above_lowest_ev=2.984 molar_mass_da=333.301 energy_ev=-37484.0451 fmax_ha_per_bohr=0.073 orbital_gap_ev=7.91
H -1.0293 4.4527 1.8334
H -0.5583 -1.3613 4.2804
H -0.7113 -0.4193 1.5614
H 0.5307 -0.8823 3.4734
H 1.8347 0.2717 2.0784
O 0.6967 -3.5463 0.6674
H 1.2917 -2.4723 1.9434
H -3.2363 0.0337 2.2204
O 1.8337 1.2127 1.8554
H 0.6607 -1.3163 -2.4156
H 0.4947 -0.8593 0.4884
H 0.8427 3.9827 0.6224
H -2.3793 0.1537 -2.3576
O 1.0847 3.3137 -2.1766
O 0.4317 -2.0093 -1.8046
H -2.5113 -4.8363 -0.4206
H 2.8227 1.2897 1.7194
H -2.8383 -0.7673 1.0604
O 0.9477 -0.0993 -3.3186
H 2.0257 -2.2033 3.2384
H -0.1613 -1.6433 -1.1196
H 1.1287 2.4317 -1.7586
O 3.0877 -1.6403 -0.2696
H 1.9747 1.2127 -0.1946
O 2.4527 1.2277 -1.0366
H 2.7237 -1.9463 0.5404
O -3.4193 -0.7893 1.8094
O 1.7027 -1.7623 2.4314
H 1.6037 4.0417 -0.5196
H 0.8487 -3.9013 -0.2036
H -1.0573 1.9537 3.5834
H 2.3087 -1.4973 -0.7676
H -0.6653 0.2047 -3.9286
O -1.3243 1.6527 2.6874
H -1.8213 1.0317 0.0884
O 1.7037 4.2117 0.4044
O -1.4333 -1.6953 0.0334
H -0.8833 0.3507 -1.2136
O -1.3703 0.6847 -4.4026
H -2.4453 -1.1023 -1.5726
C -0.5443 -0.6393 0.5744
O -0.0943 -0.5993 4.0994
H -1.2973 3.0437 1.4544
H 3.1487 1.8407 -0.9146
H 1.5257 -0.0873 -4.0806
H -2.0363 0.0657 -4.7286
O -2.9123 -0.7043 -2.2966
H -1.7293 -3.5383 -0.5486
H -0.0623 -2.9973 0.4944
O -2.1753 -4.1903 -1.0716
C -0.8573 0.6557 -0.1846
H -0.1183 1.5167 0.0194
H -0.7923 0.8687 2.6754
H 0.4937 3.3037 -2.9426
H 1.1947 0.6497 -2.8206
O -0.9293 3.8467 1.1304

[2]
9
Properties=species:S:1:pos:R:3 method="wB97M-V/def2-TZVPD" e_above_lowest_ev=1.531 molar_mass_da=91.853 energy_ev=-10281.0873 fmax_ha_per_bohr=0.082 orbital_gap_ev=10.80
C -1.2603 -0.4022 -0.0283
C 0.1346 -0.6239 -0.4616
O -1.9486 -0.7504 0.8592
H 0.4664 -1.5377 -0.0068
H 0.3342 -0.6379 -1.4789
B 1.1297 0.8557 0.3363
F -1.8531 0.4057 -0.9760
F 1.3329 2.2154 0.4254
H 1.6642 0.4754 1.3307

[3]
9
Properties=species:S:1:pos:R:3 method="wB97M-V/def2-TZVPD" spin_multiplicity=2 e_above_lowest_ev=0.000 molar_mass_da=212.371 energy_ev=-8958.2186 fmax_ha_per_bohr=0.073 orbital_gap_ev="4.29 / 7.64"
Ba 0.0981 0.4257 1.4723
O 2.1797 -0.9071 1.2338
C -1.8871 -0.3904 -1.4765
C 2.7438 -0.0387 0.4991
H -2.8551 -0.1361 -1.9296
H 3.8014 -0.1894 0.2199
O 2.2843 1.1442 0.5333
H -0.9944 -0.6399 -2.1372
O -1.6441 0.0217 -0.2442

[4]
8
Properties=species:S:1:pos:R:3 method="wB97M-V/def2-TZVPD" charge=+1 molar_mass_da=258.966 energy_ev=-10203.5924 fmax_ha_per_bohr=0.041 orbital_gap_ev="7.70 / 6.00"
H -1.2105 -1.2680 0.6634
H -2.2648 0.1987 0.1879
O 1.0470 0.0899 0.7350
C -0.1926 0.6328 0.4747
C -1.2733 -0.1891 0.4349
Bi 1.4939 1.9870 0.1029
H 1.6372 -0.3312 -1.9867
Li 0.7632 -1.1202 -0.6122

[5]
11
Properties=species:S:1:pos:R:3 method="wB97M-V/def2-TZVPD" e_above_lowest_ev=1.804 molar_mass_da=321.299 energy_ev=-187654.5398 fmax_ha_per_bohr=0.084 orbital_gap_ev=8.14
Cl 1.4049 -1.8674 1.9942
Br 0.2997 2.0781 -1.2764
Cl 3.0299 0.0904 -0.1061
H -1.4511 -0.3236 -0.9868
H -2.1218 1.0980 -0.5246
C -0.1299 0.8714 0.0265
H -1.9874 -0.2878 0.5821
C -1.4948 0.3201 -0.2060
Br -0.2786 1.6504 1.8957
Cl 1.2018 -2.4639 -1.4985
Si 1.5273 -1.1656 0.0998

[6]
8
Properties=species:S:1:pos:R:3 method="wB97M-V/def2-TZVPD" e_above_lowest_ev=4.842 molar_mass_da=200.861 energy_ev=-143692.2013 fmax_ha_per_bohr=0.128 orbital_gap_ev="7.87 / 9.70"
Br -1.5441 2.6887 0.7214
N -0.5928 0.1074 -0.7789
C 0.2765 -0.9983 -0.6905
H -0.0761 -1.8452 -1.2408
H 0.3839 -1.4239 0.2046
Br 0.6161 0.8525 2.0475
H 1.3456 -0.6899 -0.9312
C -0.4091 1.3086 0.6678